ORCA calculation (ωB97M-V/def2-TZVPD) on C35H41HfI2O5Sb as an isolated structure in a non-equilibrium geometry.

As for the LUMO energy: -0.283 hartree. The value obtained for the highest occupied orbital energy is -13.28 eV. As for the HOMO-LUMO gap: 5.58 eV. The value obtained for the total energy is -71228.2497 eV. The net charge is +2.

Element x y z (Å)
Hf: 1.28769 1.32576 0.78283
I: 1.99293 2.00198 3.83593
I: 4.42036 1.96444 0.73694
Sb: 1.14801 4.36427 0.84866
O: -0.19822 0.30221 1.35337
O: -0.53461 -2.51405 -1.78950
O: -1.25900 -3.05630 0.34804
O: 2.48917 -0.52872 1.84321
O: 1.49636 0.33072 -0.81688
C: -0.99917 -1.33573 2.92963
C: -1.22726 -0.59963 5.27272
C: -1.02513 -4.80099 -1.42977
C: 3.26394 -2.09779 -1.91056
C: -0.08646 -0.13673 -2.61629
C: 4.78281 -1.86913 -3.77556
C: -0.11519 -2.63025 4.83139
C: -0.35274 -1.99685 0.55850
C: -3.54322 -1.33366 1.38020
C: 4.40872 -2.49011 -2.57764
C: 4.06015 2.44511 2.92324
C: 0.53099 5.60458 2.58471
C: -1.34426 -0.18550 -4.64828
C: -2.83784 -3.16207 -1.42625
C: -0.80979 1.00217 -2.19797
C: 2.78949 5.48957 0.02680
C: -0.39685 4.78870 -0.59273
C: -5.11408 0.28994 0.49344
C: -0.45790 -1.63944 5.75221
C: -1.03261 -0.83995 1.42409
C: -0.32545 -0.68101 -3.90075
C: -2.16105 0.85781 -4.21444
C: -2.49408 -0.45636 1.04236
C: -4.05783 1.16690 0.27972
C: 0.37831 -1.90919 -0.88258
C: -0.40170 -2.51449 3.43991
C: -4.84765 -0.94571 1.04465
C: -1.37434 -3.39195 -1.08943
C: 1.02024 -0.70351 -1.70995
C: -1.88344 1.44046 -2.98108
C: 2.36185 -1.16905 -2.47027
C: -1.34499 -0.38344 3.88102
C: 2.70090 -0.57186 -3.67617
C: -2.75877 0.84397 0.61310
C: 3.89954 -0.95701 -4.32093
H: 4.24012 3.51365 2.99471
H: -2.99198 1.27208 -4.84188
H: -4.29680 2.17824 -0.03111
H: -2.54758 2.27507 -2.70229
H: -1.66645 -5.51276 -0.91079
H: 2.15427 -1.37178 2.16259
H: -6.15960 0.54184 0.24781
H: -3.37619 -3.92135 -0.86941
H: -3.21781 -2.16062 -1.18077
H: -0.36769 5.10327 2.99061
H: 3.04843 5.11845 -0.96789
H: -1.16084 -4.94388 -2.52534
H: -1.62773 -0.62671 -5.59212
H: 5.73543 -2.05271 -4.30459
H: -1.81475 0.52346 3.53709
H: 3.05533 -2.59046 -0.96376
H: -0.05251 -3.35646 2.80804
H: 1.29893 5.70786 3.34106
H: -1.27531 4.21841 -0.42776
H: 1.26325 -2.54176 -0.73989
H: 3.68068 5.39755 0.64130
H: -0.05885 4.67645 -1.63156
H: 2.13466 0.28773 -4.02884
H: -3.00612 -3.33588 -2.49412
H: -0.64909 5.85685 -0.44645
H: 0.46738 -3.47498 5.19192
H: -3.25469 -2.33480 1.74069
H: 0.25782 6.58264 2.22224
H: -1.78472 0.07969 5.97484
H: 2.97183 -0.14642 2.58678
H: -0.00038 -4.94969 -1.14638
H: 5.03338 -3.30037 -2.17681
H: -1.97841 1.57249 0.37630
H: 4.13862 -0.46523 -5.24279
H: 0.28372 -1.51394 -4.25043
H: -0.58717 1.60065 -1.25853
H: 0.39268 -2.37064 1.27438
H: 4.81805 1.92621 3.48684
H: 2.52003 6.54009 -0.03992
H: 0.02157 -1.68369 6.75565
H: -5.68937 -1.63661 1.24094

***

ORCA calculation (ωB97M-V/def2-TZVPD) on C38H34F3IMoN7O2 as an isolated structure.

The spin multiplicity is 3. As for the LUMO energy (alpha / beta): -0.343 / -0.371 hartree. The value obtained for the highest occupied orbital energy (alpha / beta) is -16.40 / -16.43 eV. As for the HOMO-LUMO gap (alpha / beta): 7.08 / 6.34 eV. The value obtained for the total energy is -72568.3564 eV. The net charge is +3.

Element x y z (Å)
I: -2.51337 2.03233 -2.12851
Mo: 0.96341 -0.34582 -0.15960
F: 5.83177 -5.44210 1.59668
F: 4.03082 -5.78819 2.75789
F: 4.24441 -6.68061 0.78732
O: 0.19928 -2.06018 -6.30108
O: -0.04758 -1.85327 -0.73852
N: 2.89489 0.47314 -0.85461
N: 1.32839 1.59406 0.97464
N: 0.43083 0.42512 -2.12912
N: 0.81141 -1.13912 2.01342
N: -1.03372 0.39035 0.55263
N: -1.26693 -4.30021 -3.05600
N: 2.51522 -2.01407 0.00477
C: 4.06940 -3.08985 1.69166
C: 0.73727 -2.53540 2.26724
C: -3.30265 -0.05981 1.13839
C: -0.50618 -1.63479 -3.08825
C: -0.37569 4.06203 -2.58270
C: -0.89161 -4.58750 -0.68692
C: -0.97547 -1.62601 -5.64016
C: 0.10148 2.41491 1.16726
C: -0.94286 -2.25560 -4.27158
C: -2.12061 -0.39796 0.51062
C: -0.54542 2.70026 -2.34003
C: 1.79908 1.01550 2.27893
C: -1.10555 1.54201 1.23814
C: 0.55781 1.84339 -2.42265
C: 5.37614 1.42757 -1.65052
C: -2.25054 1.93727 1.90327
C: 4.50984 -5.60515 1.51440
C: 1.76713 2.34184 -2.89973
C: 3.61918 -0.17717 -1.78919
C: 3.13558 -2.68644 2.87699
C: 2.38026 -3.17774 -0.52048
C: 3.36413 1.63880 -0.38086
C: 4.61452 2.12536 -0.73114
C: 3.86961 -4.35853 0.94447
C: 1.92167 3.69310 -3.16601
C: 3.64398 -1.81570 0.94416
C: -0.47708 -2.39435 -1.90873
C: 4.84860 0.26977 -2.21563
C: 2.38783 2.45646 0.39520
C: 0.85964 4.56246 -2.96507
C: -3.37182 1.12512 1.85250
C: -0.87812 -3.73286 -1.91574
C: -0.12410 -0.24701 -3.08394
C: 3.13628 -4.37200 -0.16612
C: 1.75380 -3.24227 2.75598
C: 1.91834 -0.50100 2.21295
C: 3.19833 -1.22682 2.31709
C: -1.29127 -3.59940 -4.17599
H: 5.11270 -3.00801 2.00166
H: 6.35316 1.78888 -1.94335
H: 2.97994 -5.26932 -0.74809
H: 2.86687 3.05658 1.17206
H: 0.97067 5.61963 -3.16439
H: -1.00893 -0.53421 -5.60278
H: 4.42867 -1.26201 0.42893
H: -2.26154 2.87182 2.44801
H: 1.58737 -4.26285 3.07929
H: -0.33700 0.30739 -3.99335
H: 4.96395 3.05609 -0.30436
H: 1.92022 3.14521 -0.31225
H: 0.00658 3.07957 0.30677
H: -1.22744 4.72518 -2.51816
H: 3.99631 -0.63130 2.75643
H: -0.55106 -5.59052 -0.93917
H: 1.59473 -3.29751 -1.25485
H: 3.54633 -2.86220 3.86981
H: -0.26657 -4.17375 0.10302
H: 2.73562 1.48136 2.57989
H: -4.14838 -0.72908 1.06958
H: -0.26260 -2.92622 2.14748
H: -1.91060 -4.68700 -0.30825
H: 0.03433 -2.13085 -7.24788
H: -1.61043 -4.13681 -5.06207
H: 3.18486 -1.07613 -2.20102
H: -1.88280 -1.95221 -6.15309
H: -2.02912 -1.32463 -0.03156
H: 2.86382 4.05880 -3.55136
H: 1.04708 1.21508 3.04452
H: 2.58591 1.66744 -3.10752
H: 0.20343 3.03405 2.06173
H: 5.38542 -0.28497 -2.97214
H: -4.28046 1.41246 2.36443

***

ORCA calculation (ωB97M-V/def2-TZVPD) on C31H33ClF5MgN4O2S3 as an isolated structure in a non-equilibrium geometry.

As for the LUMO energy: -0.093 hartree. The value obtained for the highest occupied orbital energy is -10.38 eV. As for the HOMO-LUMO gap: 7.85 eV. The value obtained for the total energy is -106796.0389 eV. The net charge is +1.

Element x y z (Å)
Cl: 3.33918 4.01057 2.96967
S: -4.89536 -2.33279 -2.72042
S: -2.88335 -0.45379 2.51422
S: -1.07957 2.58009 -1.12712
Mg: -2.11036 0.50045 -0.61567
F: -5.95839 3.59228 -0.09367
F: -3.18562 7.17016 -1.48531
F: -5.63448 6.27426 -0.68074
F: -3.87782 1.88225 -0.31280
F: -1.10973 5.44534 -1.73999
O: 3.71555 -4.30002 0.57568
O: -2.54729 -0.18033 1.07257
N: -0.47703 -0.70954 -0.98549
N: 1.25343 -2.01654 -0.84639
N: 1.50595 -1.16578 -1.84043
N: -3.31983 -0.46485 -1.94036
C: 2.94275 1.27526 0.10318
C: -3.35705 5.87999 -1.20437
C: 2.71950 2.37316 0.91605
C: -4.32915 0.11454 -5.89743
C: -3.69862 3.21333 -0.61032
C: 4.77716 1.90851 2.07605
C: -4.82583 -0.96605 -5.19686
C: -4.77622 4.07428 -0.49452
C: 4.05659 0.46395 0.27488
C: 3.73277 -3.02146 3.08875
C: -4.61266 5.42466 -0.78857
C: 4.98226 0.81878 1.25084
C: 2.25231 -1.22890 2.25438
C: 4.29772 -0.74669 -0.58287
C: -1.24874 -0.59841 3.31314
C: 0.46350 -0.38342 -1.89675
C: -3.58419 -0.17593 -3.24939
C: -4.44821 -1.10194 -3.86980
C: -2.29556 4.99729 -1.32247
C: 0.04677 -1.73917 -0.34558
C: 3.23792 -2.95402 0.59073
C: -2.42934 3.62866 -1.01402
C: -3.92919 -1.53632 -1.55214
C: 3.62915 2.67061 1.91700
C: 2.17130 -3.07778 -0.54113
C: 4.44843 -2.08097 0.16970
C: 1.50035 -3.63831 2.29428
C: -3.31323 1.17332 3.20222
C: -3.09154 0.90647 -3.97759
C: -3.47218 1.03937 -5.29566
C: 2.67149 -2.68067 2.02677
H: 5.88755 0.24101 1.35956
H: 3.88515 -4.09455 3.15180
H: 3.12906 -0.59555 2.33392
H: 5.49855 2.16920 2.83331
H: 5.06666 -1.90812 1.05098
H: 1.71527 -1.16387 3.19815
H: 1.60108 -3.97917 -0.31846
H: -1.39423 -0.61803 4.38792
H: 3.53928 -0.81283 -1.35878
H: -4.24633 1.49346 2.74520
H: 5.25827 -0.59318 -1.08053
H: -2.42516 1.61950 -3.50985
H: -0.61854 0.23895 3.01748
H: -3.45300 1.07490 4.27297
H: 3.38659 -2.67551 4.05869
H: 1.25180 -3.63764 3.35225
H: -3.84313 -1.90765 -0.54849
H: 4.69012 -2.54604 2.89927
H: 2.24277 1.06915 -0.69148
H: 1.84831 2.99358 0.76667
H: 5.01535 -2.73145 -0.50229
H: -5.48487 -1.68524 -5.65709
H: 1.62632 -0.83263 1.46087
H: 1.78182 -4.65177 2.01859
H: 2.74243 -3.26096 -1.45260
H: -3.10380 1.87061 -5.87777
H: 0.60396 -3.36507 1.74773
H: 4.55262 -4.32914 1.05171
H: -2.52440 1.88699 2.98140
H: -0.44988 -2.28309 0.42966
H: 0.37131 0.44151 -2.57553
H: -4.60967 0.24444 -6.93001
H: -0.79484 -1.53574 3.00253